Here is a 8-piece molecular cluster, C24H54B2F12N8O12S4 overall in a non-equilibrium geometry from the Open Molecules 2025 dataset. Energies are from the ωB97M-V functional and the def2-TZVPD basis.

Atoms and positions in Å:
C -1.06425 -2.28507 -1.95608
C 0.07456 -2.78680 -1.08005
N 1.38095 -2.28562 -1.44706
C 2.52636 -3.02354 -1.59899
C 3.66922 -2.20414 -1.55736
N 3.20538 -0.90898 -1.44180
C 1.81518 -0.99585 -1.38991
C 4.04733 0.25227 -1.02433
H -0.68682 -2.22564 -2.97692
H -1.51339 -1.32627 -1.69709
H -1.88415 -2.99904 -1.87793
H 0.17709 -3.86926 -1.00351
H -0.13870 -2.47086 -0.05886
H 2.46853 -4.10016 -1.53628
H 4.71710 -2.44842 -1.46426
H 1.10616 -0.19006 -1.26992
H 3.52071 0.70601 -0.18475
H 4.01746 1.00828 -1.80897
H 5.08800 -0.03620 -0.87639
C 3.07840 10.38779 5.34167
C 2.53505 9.22356 6.19538
N 2.62416 7.98553 5.45836
C 1.86312 7.66177 4.34632
C 2.24605 6.37955 3.91759
N 3.29499 5.99534 4.77067
C 3.48749 6.96301 5.73674
C 3.93900 4.71360 4.65978
H 2.25926 10.73435 4.71157
H 3.90021 10.02626 4.72358
H 3.50212 11.18329 5.95464
H 1.51737 9.33680 6.56902
H 3.12479 9.15429 7.10943
H 1.12435 8.36347 3.98824
H 1.93202 5.74797 3.09973
H 4.25943 6.86806 6.48608
H 5.01166 4.83907 4.80716
H 3.75161 4.46835 3.61439
H 3.51504 4.10514 5.45862
C 1.38062 1.73376 -7.85685
O 0.44701 0.78210 -8.38427
C -0.59460 0.32677 -7.42412
C -1.17076 -0.95341 -7.89100
N -1.59387 -0.88857 -9.41598
H -0.87996 -0.35266 -9.88845
H -1.53871 -1.79176 -9.86465
C -3.03472 -0.36635 -9.75865
C -3.14648 -0.22995 -11.25798
O -2.46722 0.95745 -11.72198
C -2.50553 1.17138 -13.14054
H 2.28167 1.76691 -8.46932
H 1.64167 1.33201 -6.87780
H 0.97702 2.72673 -7.65877
H -1.47258 0.96661 -7.33562
H -0.21798 0.24219 -6.40475
H -2.12752 -1.23334 -7.45014
H -0.42592 -1.73387 -7.73548
H -3.12161 0.56296 -9.19570
H -3.76193 -1.11910 -9.45430
H -4.19997 -0.03535 -11.45898
H -2.85271 -1.10759 -11.83378
H -1.84114 0.42372 -13.57377
H -2.16173 2.16161 -13.43944
H -3.51361 0.95697 -13.49536
C -5.96762 -5.31264 1.11173
O -5.36487 -4.22247 1.69544
C -5.69999 -4.11188 3.04579
C -4.93052 -3.09422 3.85822
N -5.69805 -2.89074 5.17600
H -6.60114 -2.47312 5.00244
H -5.88965 -3.73504 5.69613
C -4.86822 -1.89847 6.05463
C -5.42942 -1.75307 7.54030
O -4.90816 -0.58012 8.25855
C -5.42626 -0.39949 9.56860
H -6.94197 -5.53880 1.54483
H -5.42321 -6.25692 1.10436
H -6.20363 -5.11511 0.06608
H -5.57181 -5.09027 3.50885
H -6.75540 -3.84466 3.09873
H -4.99861 -2.13477 3.34547
H -3.87487 -3.28373 4.05260
H -4.78060 -0.93260 5.55712
H -3.83681 -2.24945 6.02127
H -4.95129 -2.53040 8.13633
H -6.51652 -1.74677 7.61953
H -5.17011 -1.24044 10.21304
H -6.48783 -0.18730 9.44157
H -5.05136 0.55275 9.94379
N 8.64679 -1.68902 1.42604
S 9.20185 -2.97304 0.91844
O 8.30975 -4.02489 0.38670
O 10.43271 -3.42955 1.54963
F 9.90651 -2.46924 -0.44198
S 7.77760 -2.45183 2.62790
O 8.63742 -2.68214 3.80465
O 6.69737 -3.28329 2.32658
F 7.00468 -1.08358 3.05729
N -0.65411 0.45498 5.28129
S 0.31719 -0.66030 4.98894
O 1.75906 -0.40929 5.06815
O -0.15771 -1.69815 4.06012
F 0.05452 -1.38353 6.39916
S -0.63600 1.00920 3.63731
O -1.68758 0.44611 2.74248
O 0.67034 1.31653 3.06573
F -1.17529 2.51066 3.89273
B 2.19927 -8.45144 -0.42540
F 2.11830 -9.77727 -0.20667
F 3.34405 -8.11171 -1.12414
F 1.04932 -8.15155 -1.13694
F 2.27235 -7.73408 0.75090
B -0.45938 3.30560 -2.62728
F -0.80044 4.54946 -3.22833
F -0.58667 3.43104 -1.25920
F -1.30049 2.30372 -3.05756
F 0.81373 2.95979 -2.84895

* E_HOMO: -7.14 eV
* E_LUMO: -1.4 eV
* Kohn-Sham gap: 5.756 eV
* maximum force: 0.2118 Eh/bohr
* energy: -5128.547819 a.u.

Mulliken population analysis, charges in e, atoms 1 to 2: number 1, C, carries -1.15; number 2, C, carries -0.42